146
Properties=species:S:1:pos:R:3:forces:R:3:lowdin_spin:R:1 method="wB97M-V/def2-TZVPD" e_tot_ha=-2487.3858 multiplicity=2 gap_ha="0.3018 / 0.0962" total_charge=+1 relative_energy_ev=4.342
C 12.412800 2.377220 7.726330 0.8 1.1 -1.4 0.0000
C 11.678730 1.189710 8.197380 0.1 1.3 1.3 0.0002
C 10.376700 0.957190 7.562420 -1.6 -0.5 -0.4 0.0002
O 9.523240 1.995820 7.819020 -1.2 2.1 0.5 0.0021
C 8.795910 1.859570 8.999070 -1.1 0.4 -0.5 0.0006
N 12.462900 0.040140 8.076990 1.2 -2.0 0.4 0.0004
H 13.287110 2.658540 8.313310 0.0 -0.6 0.2 0.0000
H 11.812700 3.287120 7.718940 -0.3 -0.2 -0.4 0.0000
H 12.769200 2.081770 6.739530 0.2 0.8 -0.4 0.0000
H 11.521220 1.497820 9.231000 -0.4 -1.0 0.6 0.0000
H 9.870230 0.090670 7.987520 0.4 -0.8 0.0 0.0000
H 10.309960 0.850610 6.479700 0.9 -0.2 -0.2 0.0000
H 8.178220 2.757660 9.000140 0.0 0.2 0.6 -0.0001
H 9.307650 1.711370 9.949990 0.6 0.3 -0.1 0.0002
H 8.123810 1.006110 8.909740 -0.3 -0.4 0.0 0.0002
H 11.933960 -0.722530 8.475300 0.2 -0.4 0.3 0.0000
H 12.513040 -0.216700 7.101480 0.4 0.1 -0.4 0.0000
C 3.459870 3.982340 14.791140 -1.8 1.1 -1.0 0.0003
C 1.976520 3.925460 15.276450 0.8 1.3 -0.7 0.0001
C 0.930410 4.071990 14.177400 -0.9 2.0 -1.5 0.0000
O -0.461160 3.725920 14.463840 0.2 1.0 0.2 0.0000
C -1.475000 4.770360 14.279660 0.3 -0.4 0.2 0.0000
N 1.839130 2.671470 15.811630 -1.5 -3.8 2.5 0.0003
H 3.390350 3.377960 13.886710 0.8 -0.4 -0.1 0.0001
H 4.157500 3.611850 15.542230 -0.3 0.0 -0.2 0.0000
H 3.679750 4.993860 14.449710 0.4 0.0 0.1 0.0000
H 1.817030 4.611500 16.108320 -0.1 0.5 -0.2 0.0000
H 1.210300 3.540800 13.267670 0.2 -1.0 0.3 -0.0001
H 0.976370 5.077300 13.758680 -0.3 0.7 0.3 0.0000
H -2.477080 4.368930 14.430640 0.3 -0.7 0.1 0.0000
H -1.517640 5.196760 13.277430 0.5 -0.1 -0.2 0.0000
H -1.444690 5.587900 14.999940 0.7 0.0 0.1 0.0000
H 1.557160 1.972780 15.139010 0.8 0.0 -0.6 0.0000
H 0.954400 2.675570 16.298800 -0.1 0.0 0.9 0.0000
C 7.186330 8.968430 5.900850 1.0 0.5 -0.1 0.0000
C 6.965140 7.485100 5.600070 0.3 2.0 2.9 0.0000
C 6.085700 6.899740 6.815820 0.7 -0.4 -0.1 0.0000
O 6.463550 7.283300 8.186780 -0.3 -1.2 -1.0 0.0007
C 5.829650 6.505370 9.228660 0.2 0.8 -1.0 0.0006
N 6.382830 7.390090 4.306760 -1.5 -1.2 0.2 0.0000
H 7.851430 9.215170 6.728420 0.1 -0.5 0.1 0.0000
H 6.280600 9.526140 6.139000 -0.4 -0.4 -0.2 0.0000
H 7.611930 9.443520 5.016960 0.0 0.0 -0.1 0.0000
H 7.848000 6.869180 5.428910 0.6 0.4 1.1 0.0000
H 6.175890 5.824940 6.658370 0.0 -0.5 0.5 0.0000
H 5.028220 7.128590 6.683700 -0.2 0.4 -0.2 0.0000
H 4.750020 6.440520 9.093370 -0.4 0.6 0.0 0.0002
H 6.105000 7.004850 10.157540 -0.2 -0.1 0.0 0.0001
H 6.097800 5.450710 9.290910 0.9 -0.2 -0.3 0.0004
H 6.261400 6.387760 4.333160 -0.3 -0.7 -1.4 0.0000
H 5.427960 7.703800 4.406330 -0.5 0.5 -0.5 0.0000
C -0.989000 -3.729030 12.915030 1.0 1.4 0.4 0.0000
C -0.074170 -3.351730 14.107640 0.9 -1.1 0.3 0.0000
C 0.373020 -1.851800 14.419070 -0.8 -0.9 -1.0 0.0000
O 1.343680 -1.335020 13.508100 -0.7 0.2 0.4 0.0001
C 1.199980 0.049900 13.250150 -0.1 -0.5 -1.3 0.0002
N -0.652100 -3.913100 15.336790 -0.3 1.1 0.5 0.0000
H -1.168160 -4.800960 12.831510 0.1 0.1 0.4 0.0000
H -0.377310 -3.438270 12.060980 -0.5 0.2 -0.6 0.0000
H -1.936770 -3.195100 12.983900 0.0 0.0 -0.3 0.0000
H 0.839450 -3.915390 13.918770 0.4 0.2 -0.1 0.0000
H 0.785650 -1.775310 15.425040 0.1 -0.4 0.1 0.0000
H -0.520720 -1.228170 14.398980 -0.2 0.2 -0.1 0.0000
H 1.247960 0.782450 14.055870 0.6 -0.7 0.3 0.0000
H 0.258890 0.304530 12.762710 -0.4 -0.4 -0.1 0.0000
H 1.962390 0.193080 12.484430 0.3 0.7 0.2 0.0001
H -0.092360 -4.611960 15.804110 0.3 -0.2 -0.4 0.0000
H -0.612550 -3.121400 15.962680 -0.6 -0.2 0.8 0.0000
C 1.412830 -5.502740 10.642360 1.4 -1.5 0.7 0.0000
C 1.969560 -4.340280 9.828400 -1.8 -2.2 1.0 0.0002
C 3.549880 -4.224900 9.944800 -2.8 2.0 0.3 0.0002
O 3.827710 -3.476250 11.150490 0.0 -1.2 -0.4 0.0034
C 3.504050 -2.133920 11.076460 0.4 1.3 0.8 0.0014
N 1.404920 -4.510360 8.468670 2.1 0.0 0.4 0.0000
H 1.798960 -6.476920 10.342410 -0.1 -0.1 -0.9 0.0000
H 0.327010 -5.596490 10.659490 0.1 0.4 0.1 0.0000
H 1.853540 -5.513270 11.639240 -0.5 0.6 0.6 0.0000
H 1.362490 -3.571630 10.306680 1.2 1.2 0.1 0.0000
H 3.806570 -3.539850 9.136780 0.7 -0.5 -0.6 0.0001
H 4.061830 -5.187110 9.957470 0.0 0.3 0.0 0.0000
H 4.194960 -1.553630 10.464890 0.5 -0.1 -0.6 0.0006
H 3.621190 -1.724600 12.079870 -0.1 -0.1 0.2 0.0001
H 2.514530 -1.801290 10.762880 -0.4 -0.8 -0.2 0.0002
H 2.089820 -3.969470 7.960290 -0.8 0.3 -1.3 0.0000
H 0.469710 -4.129740 8.444130 0.2 0.3 -0.3 0.0000
C 2.127640 5.656600 6.417230 1.4 0.7 -0.5 0.0000
C 3.047640 4.805880 5.486840 -2.4 -0.7 2.0 0.0000
C 2.558890 3.367960 5.415790 1.3 -1.1 0.3 0.0002
O 2.605990 2.664290 6.679010 0.1 0.8 -0.1 0.0018
C 1.352330 2.481000 7.273820 -0.1 -0.2 0.5 0.0001
N 3.166740 5.365350 4.193100 1.1 0.4 -1.2 0.0000
H 1.078500 5.786240 6.151550 0.0 -0.6 -0.1 0.0000
H 2.544250 6.658960 6.318220 0.0 0.2 0.2 0.0000
H 2.284390 5.381990 7.460360 -0.4 -0.2 0.1 0.0000
H 4.014600 4.736630 5.985120 0.2 0.3 -0.1 0.0000
H 3.325390 2.835520 4.852690 -0.2 -0.1 -0.5 0.0000
H 1.597300 3.221680 4.923800 -0.2 0.2 0.1 0.0001
H 0.849430 3.389630 7.604870 0.0 0.4 -0.4 0.0001
H 1.546660 1.946680 8.203780 -0.2 -0.5 0.0 -0.0001
H 0.709450 1.913480 6.600970 -0.2 -0.1 0.2 0.0001
H 2.499510 5.032570 3.511810 -0.6 0.1 0.2 0.0000
H 4.035110 5.016970 3.812740 0.4 0.3 -0.3 0.0000
C 5.220980 1.796970 11.518780 -1.0 1.1 0.6 0.0331
C 4.042370 1.955770 10.501080 2.1 -2.0 1.9 0.0942
C 3.588120 3.379480 10.206990 -1.2 1.7 -0.4 0.0741
O 2.586930 3.770760 11.125640 0.0 -0.3 -0.7 0.0814
C 1.574210 4.661290 10.590130 -0.2 0.2 0.5 0.0086
N 4.681410 1.466630 9.328180 -2.3 1.6 -0.6 0.6333
H 6.035210 2.408050 11.129280 0.4 -0.4 0.1 0.0006
H 5.456240 0.745510 11.683680 0.2 0.2 -0.2 -0.0005
H 4.947320 2.253430 12.470020 -0.1 -0.1 0.1 0.0039
H 3.181940 1.367050 10.819120 -0.1 -0.1 -0.5 0.0033
H 3.231200 3.386340 9.177110 -0.5 0.1 -0.3 0.0014
H 4.413840 4.090880 10.193060 0.4 -0.1 0.4 0.0070
H 0.937850 5.003500 11.406250 0.6 0.0 0.5 0.0022
H 0.796780 4.210320 9.973410 0.6 -0.6 -0.7 0.0019
H 2.035230 5.537700 10.134660 0.0 -0.1 -0.2 0.0009
H 5.393970 2.107380 9.009100 1.0 -0.3 -0.2 0.0188
H 4.027380 1.250870 8.589400 0.0 -0.9 -0.8 0.0200
C 3.642130 7.527800 13.061690 -0.7 0.0 -1.3 0.0000
C 2.222650 8.139180 12.690780 0.8 -1.0 -1.2 0.0000
O 2.196240 8.353210 11.202840 0.5 -0.2 1.8 0.0002
H 3.825280 7.190810 14.081980 -0.3 0.6 0.1 0.0000
H 4.489460 8.080880 12.656420 -0.2 0.8 0.5 0.0000
H 3.798330 6.629720 12.464060 -0.6 -0.5 -0.1 0.0000
H 1.889920 9.029740 13.223970 0.7 0.3 -0.2 0.0000
H 1.447840 7.410400 12.928780 0.1 -0.3 0.0 0.0000
H 1.342210 8.089880 10.852290 -0.2 0.1 0.3 0.0000
C 8.921610 -1.155910 10.810240 1.4 0.4 0.1 0.0000
C 7.914880 -1.644550 11.781060 0.0 -0.7 -0.1 0.0001
O 7.577460 -2.929250 11.261150 -0.7 0.1 0.5 0.0000
H 8.562090 -1.250330 9.785580 0.0 0.5 0.1 0.0000
H 9.797410 -1.801290 10.877700 -0.1 -0.4 -0.1 0.0000
H 9.350340 -0.197220 11.102120 -0.4 0.4 -0.4 0.0000
H 7.024450 -1.022600 11.872870 -0.1 0.2 -0.2 0.0001
H 8.334530 -1.716560 12.784460 0.1 -0.1 0.1 0.0000
H 6.647580 -3.046360 11.468990 -0.2 -0.6 0.0 0.0000
C -1.882150 6.326180 7.921230 0.1 0.2 -0.3 0.0000
C -2.187940 5.860200 9.342220 0.6 -1.0 -1.1 0.0000
O -2.849020 6.865170 10.017520 0.0 0.9 1.2 0.0000
H -1.161320 5.774200 7.318050 -0.3 -0.7 0.2 0.0000
H -1.378810 7.291050 7.982700 -0.2 0.3 0.3 0.0000
H -2.793630 6.467030 7.340300 0.0 -0.1 -0.1 0.0000
H -1.230450 5.586190 9.785200 0.2 0.6 0.7 0.0000
H -2.752540 4.938100 9.480300 -0.3 -0.3 -0.8 0.0000
H -3.483570 7.282050 9.430020 -0.1 0.0 0.0 0.0000